The following is a quantum chemistry calculation of the ion C4H10N with charge +1 in a non-equilibrium geometry, from the Open Molecules 2025 dataset.

LUMO energy ... -5.015 eV
2S+1 ... 1
HOMO-LUMO gap ... 6.743 eV
Net charge ... +1
DFT total energy ... -212.7397 a.u.

XYZ file:
```
15
Properties=species:S:1:pos:R:3:forces:R:3
C 0.889 -0.281 -1.655 -1.284 -0.253 -1.020
C 0.962 -0.528 -0.253 2.118 0.529 2.036
H 1.388 -0.986 -2.302 -0.400 -0.274 -0.367
H 0.474 0.591 -2.118 0.721 0.637 0.256
H 2.020 -0.467 0.102 0.113 0.500 -0.184
H 0.862 -1.535 0.128 -1.147 -0.684 -0.487
C -0.003 0.418 0.398 -0.514 -0.226 0.811
C -1.106 0.645 -0.544 0.245 -1.031 -1.212
N -0.529 -0.168 1.745 0.190 0.162 -0.360
H 0.471 1.339 0.681 0.302 0.446 0.166
H -1.164 1.604 -1.027 -0.227 0.123 0.006
H -1.980 0.003 -0.577 0.043 0.097 0.193
H 0.134 -0.813 2.189 -0.144 0.188 -0.016
H -0.770 0.583 2.386 0.109 0.170 0.255
H -1.402 -0.651 1.563 -0.125 -0.383 -0.079
```
Forces are in eV/Å.

=====

The following is a quantum chemistry calculation of a cluster of 2 separate species, CH3F3N2S in total in a non-equilibrium geometry, from the Open Molecules 2025 dataset.

LUMO energy (alpha / beta) ... 0.477 / -0.721 eV
2S+1 ... 3
HOMO-LUMO gap (alpha / beta) ... 9.381 / 8.893 eV
DFT total energy ... -847.0372 a.u.

XYZ file:
```
10
Properties=species:S:1:pos:R:3:forces:R:3
C -1.283 -0.135 -0.041 0.465 -3.358 -0.240
N 0.842 1.530 0.689 0.760 -0.103 -2.872
N 1.187 -0.814 -0.813 -2.778 3.870 1.746
F -0.979 0.547 -1.103 -0.501 0.565 -0.736
F -1.922 0.580 0.829 -0.735 1.010 0.903
F -2.117 -1.196 -0.388 0.278 1.248 -0.127
S 0.215 -0.908 0.688 0.583 0.220 -1.396
H 0.716 1.774 1.617 -0.433 0.761 3.023
H 1.769 -1.568 -0.720 2.387 -1.869 -0.049
H 1.572 0.190 -0.757 -0.025 -2.343 -0.251
```
Forces are in eV/Å.

=====

The following is a quantum chemistry calculation of a structure of composition C24H32AsCrN3O7 in a non-equilibrium geometry, from the Open Molecules 2025 dataset.

LUMO energy (alpha / beta) ... 0.407 / 0.230 eV
2S+1 ... 5
HOMO-LUMO gap (alpha / beta) ... 7.713 / 9.012 eV
DFT total energy ... -4905.0308 a.u.

XYZ file:
```
68
Properties=species:S:1:pos:R:3:forces:R:3
Cr -0.378 -0.592 -0.622 0.208 1.096 0.919
C 1.418 2.441 2.715 0.012 -0.030 -0.046
N 2.412 1.854 1.831 -0.062 0.079 0.078
C 3.736 1.724 2.410 0.036 -0.035 -0.045
C 1.990 1.162 0.746 -0.196 0.061 0.045
O 0.790 1.069 0.496 0.479 -0.103 -0.363
C 3.104 0.525 -0.095 -0.173 -0.060 0.010
O 2.666 -0.039 -1.295 -0.212 0.164 -0.244
C 3.105 0.583 -2.485 -0.199 -0.403 0.040
C 1.998 1.439 -3.117 -0.267 -0.063 0.534
O 1.061 1.793 -2.422 0.048 -0.035 -0.004
N 2.119 1.789 -4.414 0.011 0.002 -0.365
C 1.090 2.610 -5.036 -0.010 0.012 0.207
C 3.167 1.351 -5.311 0.009 0.058 0.027
H 1.752 3.432 3.024 0.013 -0.010 0.017
H 1.276 1.822 3.605 -0.019 0.009 0.006
H 0.477 2.525 2.180 -0.007 0.018 0.039
H 3.978 2.643 2.941 0.034 0.002 -0.028
H 4.495 1.558 1.650 -0.002 0.032 0.051
H 3.767 0.895 3.125 0.047 0.015 -0.004
H 3.542 -0.276 0.508 0.050 0.032 0.012
H 3.872 1.274 -0.315 0.001 0.016 0.253
H 3.399 -0.238 -3.141 0.043 0.105 -0.046
H 3.977 1.219 -2.297 0.046 -0.057 -0.097
H 0.407 2.962 -4.270 0.026 0.011 0.022
H 0.517 2.029 -5.761 0.050 -0.030 -0.064
H 1.558 3.461 -5.536 -0.035 -0.017 -0.039
H 3.843 0.648 -4.834 0.004 0.031 -0.035
H 3.749 2.210 -5.655 0.023 -0.036 -0.048
H 2.720 0.866 -6.182 0.061 -0.017 -0.010
O -2.401 -0.150 -4.080 0.266 -0.199 0.137
C -1.728 -0.475 -3.114 -0.387 0.286 -0.390
O -1.811 -0.019 -1.913 0.030 0.317 0.124
C -0.663 -1.555 -3.244 0.060 0.001 0.380
C -0.331 -2.296 -4.360 -0.046 -0.032 -0.163
C 0.666 -3.261 -4.249 -0.017 0.194 0.242
C 1.281 -3.476 -3.017 0.034 -0.118 -0.081
C 0.885 -2.710 -1.938 -0.086 0.265 0.092
N -0.049 -1.762 -2.074 0.684 -1.482 -1.936
C 1.414 -2.777 -0.511 0.312 -0.163 0.244
O 2.311 -3.549 -0.217 -0.134 0.052 -0.213
O 0.812 -1.951 0.278 0.174 0.148 0.035
H -0.858 -2.113 -5.286 0.013 0.038 0.006
H 0.966 -3.835 -5.115 -0.032 -0.052 0.005
H 2.051 -4.222 -2.878 -0.005 0.004 0.031
C -3.403 0.864 1.344 0.224 0.006 -0.146
As -1.838 -0.317 1.372 -1.420 -0.144 1.419
C -2.811 -2.013 1.310 0.069 -0.049 -0.066
C -1.405 -0.320 3.340 0.135 0.055 -0.586
C -2.602 -0.363 4.227 -0.115 -0.006 0.090
C -3.207 0.816 4.664 0.077 -0.029 -0.019
C -4.319 0.785 5.488 -0.034 0.032 0.018
C -4.859 -0.430 5.886 -0.008 -0.019 -0.035
C -4.278 -1.610 5.446 -0.044 -0.017 0.036
C -3.156 -1.576 4.634 0.083 0.024 -0.014
H -4.155 0.541 2.063 0.057 -0.037 0.007
H -3.810 0.820 0.334 0.018 0.011 -0.002
H -3.112 1.892 1.555 0.009 -0.010 -0.008
H -3.626 -2.058 2.032 0.016 0.084 0.000
H -2.109 -2.826 1.497 -0.006 -0.008 -0.030
H -3.213 -2.123 0.303 -0.008 -0.011 0.005
H -0.810 0.574 3.529 0.023 -0.048 -0.017
H -0.771 -1.197 3.475 0.049 0.049 0.011
H -2.788 1.767 4.356 -0.016 0.020 0.008
H -4.770 1.711 5.821 0.017 0.015 0.008
H -5.722 -0.456 6.539 -0.028 0.002 -0.025
H -4.703 -2.562 5.738 0.040 -0.010 0.038
H -2.687 -2.502 4.323 -0.021 -0.014 -0.026
```
Forces are in eV/Å.

=====

The following is a quantum chemistry calculation of a cluster of 5 separate species, C30H51ClN9O9P in total in a non-equilibrium geometry, from the Open Molecules 2025 dataset.

LUMO energy ... -0.842 eV
2S+1 ... 1
HOMO-LUMO gap ... 8.077 eV
Structure (SMILES) ... COCCCc1c(CC=O)c(P(=N)(O)O)c(C[C@H](C)Cl)c2nc(OC#N)c(N)nc12.CN(C)C=O.CN(C)C=O.CN(C)C=O.CN(C)C=O
DFT total energy ... -3145.2846 a.u.

XYZ file:
```
101
Properties=species:S:1:pos:R:3:forces:R:3
C -2.536 2.073 3.144 0.013 -0.259 -0.202
O -1.511 1.915 4.118 0.014 0.062 0.132
C -0.687 3.044 4.301 0.021 0.076 0.067
C 0.428 3.155 3.251 -0.416 -0.037 0.047
C 1.712 2.434 3.686 -0.185 -0.130 -0.313
C 2.964 2.851 2.947 -0.089 0.004 0.125
C 4.047 3.440 3.566 0.106 -0.175 0.121
C 3.995 3.650 5.075 0.243 0.169 -0.627
C 3.290 4.948 5.418 0.003 0.199 0.440
O 3.330 5.463 6.501 -0.034 -0.135 -0.012
C 5.212 3.833 2.808 -0.669 0.351 -0.011
P 6.587 4.573 3.741 0.613 -1.102 0.658
N 7.424 3.512 4.506 -0.347 0.330 -0.315
O 5.982 5.672 4.738 -0.273 0.131 -0.407
O 7.467 5.488 2.779 -0.163 0.237 -0.039
C 5.267 3.585 1.449 0.406 0.135 -0.286
C 6.468 3.900 0.578 0.137 0.123 -0.123
C 6.494 5.346 0.036 -0.240 -0.335 -0.132
C 5.754 5.498 -1.283 0.156 -0.110 0.325
Cl 8.211 5.823 -0.244 -0.016 0.058 0.066
C 4.158 2.962 0.815 0.297 0.165 0.187
N 4.224 2.713 -0.533 -0.478 -0.138 0.099
C 3.202 2.157 -1.045 0.393 0.027 -0.139
O 3.192 1.850 -2.421 -0.177 0.265 -0.023
C 3.797 2.713 -3.185 0.374 -0.170 0.226
N 4.378 3.449 -3.850 -0.173 -0.009 -0.122
C 2.044 1.748 -0.326 -0.624 -0.251 -0.045
N 0.980 1.171 -1.006 0.490 -0.284 0.424
N 1.965 1.961 0.953 0.412 0.112 -0.192
C 3.022 2.598 1.551 -0.208 -0.074 0.027
H -2.381 1.395 2.301 0.025 0.275 0.139
H -2.595 3.100 2.771 0.039 0.022 0.054
H -3.497 1.807 3.588 0.024 0.062 0.085
H -0.265 2.944 5.306 0.048 0.015 -0.026
H -1.291 3.958 4.308 -0.053 -0.024 -0.071
H 0.598 4.208 3.006 0.227 0.003 0.147
H 0.036 2.693 2.346 0.097 0.101 -0.110
H 1.813 2.567 4.758 0.126 0.050 0.020
H 1.557 1.363 3.527 0.011 0.004 0.031
H 4.996 3.674 5.499 -0.076 0.034 0.185
H 3.479 2.827 5.561 -0.035 -0.003 0.060
H 2.714 5.442 4.607 0.026 -0.164 -0.148
H 7.074 2.579 4.327 0.192 -0.072 0.148
H 5.689 6.475 4.285 0.115 0.083 0.113
H 8.390 5.207 2.841 0.025 0.017 -0.117
H 7.393 3.706 1.112 -0.078 0.008 0.165
H 6.468 3.231 -0.281 0.000 -0.038 0.021
H 6.083 6.014 0.789 0.256 0.163 -0.024
H 5.852 6.516 -1.654 -0.100 0.005 -0.042
H 6.175 4.805 -2.010 -0.078 0.047 -0.110
H 4.703 5.247 -1.139 -0.054 0.080 -0.076
H 1.274 0.534 -1.735 -0.134 0.174 -0.159
H 0.362 0.714 -0.347 -0.185 0.122 -0.093
C -1.172 -3.091 0.970 -0.102 0.017 -0.032
N -2.304 -2.189 0.969 0.087 -0.152 -0.067
C -3.643 -2.757 1.085 -0.028 0.138 0.074
C -2.151 -0.860 0.866 -0.051 0.004 0.031
O -3.048 -0.040 0.870 0.018 -0.148 -0.153
H -1.244 -3.792 0.137 0.022 -0.036 0.028
H -1.140 -3.661 1.901 0.043 -0.022 -0.010
H -0.245 -2.523 0.879 -0.008 0.013 0.011
H -4.247 -2.499 0.217 -0.035 0.049 0.038
H -4.136 -2.361 1.973 -0.029 0.010 -0.021
H -3.562 -3.837 1.155 0.027 -0.003 -0.029
H -1.087 -0.563 0.786 0.043 -0.028 0.028
C -6.213 -4.177 -3.761 -0.016 0.013 0.195
N -6.490 -3.496 -2.512 0.003 -0.052 -0.066
C -7.442 -4.062 -1.574 0.075 0.090 0.033
C -5.875 -2.339 -2.191 0.111 0.074 0.023
O -6.056 -1.729 -1.153 -0.078 -0.091 -0.039
H -7.123 -4.270 -4.358 0.034 -0.032 -0.045
H -5.819 -5.179 -3.562 -0.031 -0.024 -0.070
H -5.476 -3.605 -4.322 -0.088 -0.063 -0.012
H -8.259 -3.363 -1.393 -0.016 -0.026 0.023
H -6.956 -4.266 -0.618 -0.029 -0.018 0.010
H -7.841 -4.987 -1.983 0.007 -0.001 -0.021
H -5.173 -1.997 -2.969 -0.038 -0.002 -0.029
C -1.082 -1.185 -6.407 -0.027 -0.052 0.139
N -2.192 -1.664 -5.606 0.082 0.005 -0.040
C -1.943 -2.146 -4.258 -0.118 0.030 -0.032
C -3.455 -1.675 -6.065 -0.035 0.050 0.009
O -4.413 -2.067 -5.422 0.073 0.010 -0.058
H -0.347 -1.979 -6.552 0.023 0.026 -0.038
H -0.596 -0.340 -5.917 0.023 0.017 -0.045
H -1.445 -0.863 -7.380 -0.014 0.001 -0.002
H -2.259 -3.186 -4.163 0.020 -0.002 0.036
H -2.504 -1.555 -3.533 0.019 -0.017 0.029
H -0.880 -2.070 -4.041 0.012 0.000 -0.021
H -3.552 -1.286 -7.092 0.005 -0.008 0.000
C -3.647 -8.205 -3.044 -0.015 -0.033 0.142
N -3.661 -7.588 -1.734 0.003 -0.046 -0.071
C -3.800 -8.423 -0.552 0.001 0.102 0.008
C -3.552 -6.257 -1.568 -0.043 0.088 -0.025
O -3.563 -5.693 -0.490 0.065 -0.028 0.000
H -4.579 -8.747 -3.221 0.010 -0.005 -0.051
H -2.814 -8.905 -3.128 -0.007 -0.004 -0.052
H -3.539 -7.439 -3.809 -0.001 0.016 0.005
H -4.691 -8.141 0.009 0.006 -0.025 0.022
H -2.937 -8.299 0.103 -0.013 -0.024 0.021
H -3.877 -9.464 -0.856 0.001 0.001 -0.023
H -3.455 -5.708 -2.521 0.006 -0.011 -0.001
```
Forces are in eV/Å.

=====

The following is a quantum chemistry calculation of a cluster of 2 separate species, C7H13N4O2 in total in a non-equilibrium geometry, from the Open Molecules 2025 dataset.

LUMO energy ... -3.733 eV
2S+1 ... 1
HOMO-LUMO gap ... 7.653 eV
Net charge ... +1
DFT total energy ... -643.7227 a.u.

XYZ file:
```
26
Properties=species:S:1:pos:R:3:forces:R:3
C 0.004 -2.260 -1.180 0.797 -0.392 -0.946
C 0.748 -1.433 -1.974 3.161 1.300 0.816
C 0.326 -2.263 0.207 -2.783 -0.351 1.004
C 1.012 1.533 0.348 2.148 -2.703 0.114
C 1.890 -0.415 0.002 1.659 4.844 -0.679
C -2.154 1.931 0.871 -0.567 -2.332 -1.514
C -1.262 2.456 -0.239 1.629 -1.905 0.700
N 1.824 -0.600 -1.467 -3.335 -2.444 0.190
N 1.181 -1.413 0.739 0.452 -0.422 -1.439
N -0.444 -3.018 1.040 1.752 0.386 2.334
N 3.220 -0.110 0.477 -0.235 -1.549 -0.794
O 1.627 2.427 0.861 -1.068 -0.865 -0.771
O -0.140 1.309 -0.165 -1.121 1.413 -1.070
H -0.550 -3.125 -1.605 0.199 1.118 0.376
H 0.769 -1.464 -3.060 -0.477 -0.038 0.170
H -2.899 1.120 0.406 1.940 1.277 1.232
H -1.438 1.494 1.677 -1.975 1.060 -1.058
H -2.836 2.712 1.106 -0.357 0.730 1.149
H -0.709 3.345 0.053 -0.209 0.214 -0.316
H -1.615 2.423 -1.294 0.260 0.115 0.983
H 2.281 0.050 -2.132 -0.486 -0.554 1.179
H 1.351 -1.452 1.717 0.297 0.270 0.721
H -1.303 -3.452 0.815 -0.503 -0.344 -1.076
H -0.306 -3.056 2.089 0.187 0.356 -1.955
H 3.319 0.889 0.725 0.461 -1.091 -0.455
H 4.023 -0.704 0.049 -1.829 1.904 1.106
```
Forces are in eV/Å.

=====

The following is a quantum chemistry calculation of an isolated molecule of C3HBrClNO2 in a non-equilibrium geometry, from the Open Molecules 2025 dataset.

LUMO energy ... -0.237 eV
2S+1 ... 1
HOMO-LUMO gap ... 11.179 eV
Structure (SMILES) ... N#C[C@@](Cl)(Br)OC=O
DFT total energy ... -3354.3056 a.u.

XYZ file:
```
9
Properties=species:S:1:pos:R:3:forces:R:3
N 1.022 -1.200 -1.900 0.381 -2.782 -4.288
C 0.927 -0.548 -1.006 -0.101 1.041 1.601
C 0.857 0.153 0.192 -1.656 0.572 1.767
Cl 0.974 -1.081 1.489 0.242 0.733 0.058
Br 2.278 1.452 0.153 -0.286 0.068 0.465
O -0.424 0.836 0.253 4.059 1.122 0.369
C -1.587 0.233 0.262 -0.815 -0.967 0.004
O -1.833 -0.921 0.166 -0.010 -0.359 -0.080
H -2.214 1.076 0.390 -1.814 0.572 0.105
```
Forces are in eV/Å.

=====

Question: What is the formula in the sixth record?
Answer: C3HBrClNO2

=====

Question: Which of these has the highest DFT total energy?
Answer: C4H10N

=====

Question: Which of these has the lowest DFT total energy?
Answer: C24H32AsCrN3O7

=====

Question: Look up the 2S+1 of the second one.
Answer: 3